1.
Computed, not measured: C25H31N9OPdSSi as an isolated structure, with wB97M-V/def2-TZVPD.

Structure (XYZ):
```
69
Properties=species:S:1:pos:R:3:forces:R:3:mulliken_charge:R:1
Pd 0.6542 -0.8409 -0.3833 0.51 0.06 -0.15 -0.24
C 0.4772 0.8020 2.4339 -0.05 0.00 0.04 -0.48
N 1.0016 1.2370 3.7377 -0.02 0.05 0.02 0.02
C 2.3177 1.8346 3.5161 0.00 0.02 0.03 -0.78
N 3.2639 0.9093 2.8888 0.06 0.01 -0.04 0.02
C 2.6900 0.4760 1.6037 0.02 0.06 -0.03 -0.83
N 1.3822 -0.1563 1.7923 -0.16 0.03 -0.19 1.91
C 1.5365 -1.3216 2.6705 0.15 -0.02 -0.02 -0.88
N 2.0910 -0.9301 3.9764 -0.06 -0.06 0.05 0.04
C 1.1735 0.0447 4.5723 0.01 0.01 0.04 -0.63
C 3.3753 -0.2706 3.7484 0.01 -0.04 0.00 -0.69
H 0.3717 1.6715 1.7809 0.01 -0.01 0.01 -0.12
H -0.4894 0.3160 2.5628 -0.02 0.01 0.02 -0.01
H 2.7270 2.1559 4.4804 0.00 0.00 -0.02 0.35
H 2.2026 2.7089 2.8698 0.01 -0.01 0.01 0.40
H 3.3544 -0.2389 1.1154 0.00 -0.01 0.03 0.12
H 2.5651 1.3401 0.9466 0.01 0.00 0.02 0.15
H 2.2208 -2.0236 2.1840 -0.03 0.03 0.01 0.22
H 0.5584 -1.7826 2.8013 -0.04 0.01 0.04 0.00
H 1.5706 0.3510 5.5464 -0.02 0.00 -0.01 0.33
H 0.2012 -0.4306 4.7135 0.00 0.01 -0.01 0.39
H 4.0559 -0.9838 3.2768 0.00 0.01 0.01 0.37
H 3.7922 0.0347 4.7144 -0.01 0.00 -0.02 0.34
S 2.9103 -2.6815 -0.7946 0.17 0.00 -0.05 -0.40
C 1.2351 -2.7307 -1.1527 -0.20 0.20 0.38 -0.03
N 0.3045 -3.0350 -0.1450 -0.11 -0.26 -0.12 0.14
C -0.8909 -3.6295 -0.7419 0.06 -0.03 -0.05 -0.69
C -0.7706 -3.1514 -2.1918 0.03 -0.01 0.09 0.02
N 0.6826 -3.1578 -2.3764 -0.03 0.06 -0.10 -0.40
H 0.6834 -3.4062 0.7125 -0.06 -0.11 -0.04 0.10
H -1.7982 -3.2835 -0.2560 -0.05 0.00 0.05 0.16
H -0.8369 -4.7232 -0.6911 -0.01 0.01 0.00 0.39
H -1.1786 -2.1378 -2.2860 -0.03 -0.04 0.00 -0.20
H -1.2604 -3.8287 -2.8914 -0.01 0.04 -0.01 0.41
H 1.0145 -2.5682 -3.1294 -0.02 -0.07 -0.02 0.37
C -3.1998 0.4483 -4.8861 -0.04 0.00 0.02 -0.39
C -3.2864 0.8073 -3.5452 -0.05 0.02 -0.01 -0.72
C -2.1392 0.8906 -2.7725 -0.02 0.02 0.07 0.06
C -0.8660 0.6419 -3.2985 0.05 0.05 0.00 -0.13
C -0.8094 0.2959 -4.6500 0.06 -0.01 -0.06 -0.09
C -1.9527 0.1901 -5.4339 -0.02 -0.02 -0.06 -0.50
Si 0.6861 0.6000 -2.1654 0.03 -0.08 0.09 0.67
C 1.0040 2.4516 -1.7460 -0.04 -0.04 -0.10 -0.03
C 2.0667 3.1861 -2.2754 0.07 -0.02 -0.07 -0.37
C 2.3392 4.4867 -1.8691 0.04 0.04 -0.01 -0.47
C 1.5356 5.1054 -0.9227 0.00 0.04 0.02 -0.43
C 0.4639 4.4022 -0.3853 -0.02 0.04 0.03 -0.43
C 0.2178 3.0979 -0.7867 -0.07 -0.02 0.05 -0.13
H -4.0973 0.3609 -5.4879 0.01 0.00 -0.01 0.35
H -4.2531 1.0045 -3.0947 0.00 -0.01 -0.02 0.38
H -2.2378 1.1363 -1.7185 0.00 0.01 -0.02 0.21
H 0.1595 0.1018 -5.1001 0.00 -0.01 0.00 0.29
H -1.8668 -0.0971 -6.4772 -0.01 0.01 0.00 0.36
H 1.7455 0.3862 -3.2347 -0.05 0.08 -0.01 -0.50
H 2.7037 2.7221 -3.0220 -0.01 0.00 0.01 0.29
H 3.1838 5.0192 -2.2950 -0.01 0.00 0.01 0.36
H 1.7456 6.1195 -0.6010 -0.01 0.00 0.00 0.34
H -0.1737 4.8651 0.3606 0.01 0.01 0.00 0.35
H -0.6028 2.5524 -0.3279 0.00 0.00 0.00 0.00
N -2.6470 -0.8045 0.3364 -0.07 0.23 -0.18 0.12
C -2.6875 -1.4978 1.5211 0.11 -0.18 -0.36 0.16
O -1.6684 -1.6275 2.2087 -0.04 0.05 0.13 -0.62
C -3.9663 -2.0804 1.8705 0.52 0.18 0.19 0.15
C -4.0862 -2.7774 3.0829 -0.14 -0.15 0.29 0.17
N -4.2180 -3.3528 4.0797 0.01 -0.01 -0.03 -0.75
C -5.0849 -1.9373 1.0520 -0.50 -0.09 -0.24 0.12
N -6.0082 -1.8281 0.3561 0.06 0.07 -0.02 -0.71
H -1.7453 -0.5935 -0.0989 0.03 -0.14 0.28 -0.25
H -3.4430 -0.8445 -0.2786 -0.02 -0.01 0.01 0.28
```
Forces are in eV/Å.

## Properties
2S+1 ... 1
Lowest unoccupied orbital energy ... 4.54 eV
Total charge ... -2
Gap between HOMO and LUMO ... 5.7 eV

=====

2.
Computed, not measured: a 2-piece molecular cluster, C7H8NS overall, with wB97M-V/def2-TZVPD.

Structure (XYZ):
```
17
Properties=species:S:1:pos:R:3:forces:R:3:mulliken_charge:R:1
C 3.0482 -0.6018 -0.3303 -2.38 -0.10 1.51 -0.18
C 2.2361 0.2939 -1.0281 1.11 0.22 -1.09 -0.40
C 2.4577 -1.3367 0.7153 0.48 -1.03 -0.24 -0.48
C 0.9068 0.4168 -0.6988 -0.60 2.34 0.26 -0.07
C 1.0370 -1.3264 0.7953 2.72 1.35 0.03 -0.01
C -3.7801 0.4110 0.9435 -1.41 -0.91 1.89 -0.38
C -3.3517 -0.8811 0.8664 0.43 -0.45 -1.37 -0.06
N 0.3560 -0.3554 0.2506 -1.21 -0.02 -1.98 -0.34
S -2.1965 -1.3912 -0.3027 0.29 0.74 1.10 0.16
H 4.0671 -0.6551 -0.5500 1.46 -0.17 -0.15 0.45
H 2.7227 0.9061 -1.8327 -0.88 -0.47 0.91 0.31
H 3.0916 -1.9904 1.3999 -1.16 0.78 -1.17 0.31
H 0.3616 1.3610 -1.0274 0.35 -1.76 0.19 0.32
H 0.4780 -1.9755 1.3613 -0.85 -1.61 1.54 0.46
H -4.6536 0.4759 1.6022 0.14 0.35 -0.22 0.23
H -3.4366 1.3664 0.6237 0.79 0.10 -0.82 0.33
H -3.9285 -1.6696 1.4049 0.71 0.64 -0.39 0.35
```
Forces are in eV/Å.

## Properties
2S+1 ... 1
Lowest unoccupied orbital energy (spin up / spin down) ... -7.57 / -7.19 eV
Total charge ... +1
Gap between HOMO and LUMO (spin up / spin down) ... 5.9 / 6.4 eV

=====

3.
Computed, not measured: C5H9NO in the gas phase, with wB97M-V/def2-TZVPD.

Structure (XYZ):
```
16
Properties=species:S:1:pos:R:3:forces:R:3:mulliken_charge:R:1
C 1.3899 1.4801 1.0911 0.41 0.31 0.19 -0.98
C 1.1273 1.0071 -0.2842 0.09 0.17 0.33 0.09
N 1.3005 -0.2176 -0.5427 -1.03 0.28 0.73 -0.55
C 0.1583 -0.7299 -1.2583 -0.07 -0.55 -0.60 -0.56
C -0.7764 -1.3681 -0.2032 -0.04 -0.15 -0.28 -0.61
C -1.9283 -0.5676 0.3714 0.09 0.27 -0.18 0.02
O -2.1533 0.6078 0.2050 0.27 -0.48 -0.03 -0.46
H 1.5867 0.6005 1.7118 0.20 0.35 -0.05 0.30
H 2.1888 2.2082 1.1505 0.12 0.33 0.30 0.34
H 0.4405 1.9282 1.4183 0.31 0.08 0.04 0.25
H 0.5745 1.6696 -0.9680 -0.24 -0.12 0.23 0.37
H 0.5218 -1.4963 -1.9260 -0.31 -0.39 -0.41 0.38
H -0.4087 0.0395 -1.8099 0.20 -0.17 -0.02 0.34
H -0.1926 -1.7317 0.6590 -0.07 0.05 -0.27 0.34
H -1.2372 -2.2560 -0.6428 -0.10 -0.14 0.08 0.38
H -2.6204 -1.1869 0.9933 0.19 0.18 -0.07 0.35
```
Forces are in eV/Å.

## Properties
2S+1 ... 1
Lowest unoccupied orbital energy ... 1.03 eV
SMILES string ... C/C=N/CCC=O
Gap between HOMO and LUMO ... 10.1 eV

=====

The evaluated molecular weight for the records listed, in turn: 640.2, 138.2, 99.1 g mol⁻¹.
The evaluated ΔE to the lowest compared entry with this formula, charge and spin for the records listed, in turn: 66.26, 200.47, 236.20 kJ/mol.